# 1
This record from the OMol25 dataset describes a structure of composition C48H120N8O20STi2 in a non-equilibrium geometry. The level of theory is ωB97M-V with the def2-TZVPD basis set.

```
199
Properties=species:S:1:pos:R:3:forces:R:3
Ti -0.612 -1.078 3.281 -0.03 0.34 -0.04
Ti -0.836 -0.385 -2.441 -0.78 -0.17 -0.45
S -0.076 -0.020 0.126 -1.57 1.11 -3.21
O 1.131 0.056 -0.686 2.38 -1.32 1.06
O -0.902 1.067 -0.477 -0.76 0.14 0.89
O -0.809 -1.277 -0.155 0.57 -1.03 -0.85
O 0.116 0.081 1.537 0.79 0.60 2.74
C 8.665 -1.548 3.670 0.44 -0.70 -0.56
O 8.170 -2.807 3.117 -1.17 1.54 -0.04
C 6.869 -2.669 2.414 1.03 -0.37 -0.10
C 6.320 -4.017 2.043 0.37 -2.48 -0.31
N 6.681 -4.690 0.771 -0.12 -1.29 1.65
C 6.123 -4.099 -0.365 1.12 1.75 -1.09
C 4.668 -4.172 -0.572 -1.61 0.92 1.09
O 3.977 -3.182 0.274 0.17 -1.28 -1.01
C 2.627 -2.980 -0.136 0.19 0.53 0.16
H 8.707 -0.719 2.964 -1.14 0.12 -0.26
H 9.741 -1.574 3.847 0.11 -1.08 0.28
H 8.207 -1.301 4.628 -0.38 0.12 -0.23
H 7.018 -2.073 1.514 0.11 0.25 -0.04
H 6.008 -2.246 2.932 0.69 0.72 0.94
H 5.234 -4.025 2.137 0.01 0.29 -0.40
H 6.603 -4.823 2.720 0.29 0.59 0.89
H 7.677 -4.832 0.683 -0.03 0.12 0.11
H 6.548 -4.468 -1.298 0.47 -0.18 0.15
H 6.423 -3.059 -0.238 -0.42 0.81 -1.15
H 4.303 -5.166 -0.314 -0.20 -0.19 -0.07
H 4.453 -3.953 -1.618 -0.18 0.06 -0.12
H 2.559 -2.258 -0.950 0.09 0.29 -0.03
H 2.108 -2.576 0.733 -0.17 0.07 -0.13
H 2.098 -3.858 -0.505 0.20 -0.53 0.27
C 3.251 4.081 3.093 -0.27 -0.45 2.28
O 4.154 3.053 2.950 1.51 -0.83 -2.13
C 4.435 2.833 1.586 2.12 -1.16 -0.88
C 3.692 1.698 0.960 -1.53 -0.34 -1.85
N 4.280 1.145 -0.349 -1.46 3.25 2.17
C 5.324 0.209 -0.233 -0.01 -1.52 -0.70
C 5.829 -0.180 -1.634 -0.43 -0.36 0.80
O 6.686 0.801 -2.125 0.54 1.44 -0.61
C 6.038 1.837 -2.928 0.02 -1.81 -0.46
H 3.304 4.049 4.181 -1.33 1.03 0.35
H 2.299 3.709 2.713 -0.46 0.92 -0.07
H 3.625 5.057 2.785 -0.26 0.00 -0.58
H 5.477 2.522 1.517 0.41 0.35 0.17
H 4.317 3.666 0.893 0.01 0.69 0.56
H 2.746 2.113 0.612 -0.34 -0.11 0.01
H 3.352 1.024 1.747 0.59 -0.90 -0.15
H 3.472 0.797 -0.845 0.09 -0.52 -0.03
H 4.873 -0.630 0.297 0.79 -0.85 0.19
H 6.220 0.581 0.264 -0.24 0.22 0.35
H 5.024 -0.392 -2.339 -0.51 0.20 -0.07
H 6.333 -1.143 -1.557 0.56 0.12 -0.01
H 6.150 1.506 -3.961 -0.18 -0.09 -0.34
H 6.518 2.816 -2.931 0.01 -0.16 0.95
H 4.975 1.829 -2.689 0.14 0.66 0.11
C -0.372 2.630 -8.219 -0.58 -0.28 -0.01
O -1.514 2.355 -7.403 0.49 0.02 -2.28
C -1.379 2.741 -6.090 -0.51 -0.99 1.90
C -1.923 1.542 -5.288 0.24 -0.31 1.26
N -1.714 1.554 -3.793 -1.15 0.52 -1.36
C -2.170 2.815 -3.183 -1.40 -0.35 0.13
C -3.699 3.062 -3.359 0.94 0.71 0.97
O -4.156 3.580 -4.577 -0.94 -0.37 -0.84
C -5.589 3.819 -4.519 1.12 -1.00 -0.76
H -0.533 2.278 -9.238 -0.59 0.16 0.02
H 0.495 2.042 -7.916 0.25 0.23 0.57
H -0.179 3.702 -8.242 0.29 0.02 0.04
H -2.002 3.591 -5.812 0.17 0.43 -0.38
H -0.339 2.912 -5.814 0.21 0.19 0.02
H -1.515 0.618 -5.699 0.42 -0.01 0.15
H -2.992 1.435 -5.475 -0.12 0.32 0.02
H -0.742 1.487 -3.530 0.58 0.11 -0.51
H -1.501 3.647 -3.401 -0.50 0.40 -0.61
H -2.080 2.734 -2.100 0.02 -0.40 0.14
H -4.012 3.815 -2.636 0.25 0.04 0.71
H -4.196 2.139 -3.059 -0.18 -0.38 -0.29
H -6.107 3.007 -4.008 0.15 0.17 0.86
H -5.980 3.641 -5.521 0.21 0.84 -0.28
H -5.775 4.815 -4.117 -0.29 -0.14 0.00
C 1.000 -4.252 3.073 1.24 -0.74 2.28
O -0.186 -3.515 3.119 -0.79 0.22 -0.70
C -1.062 -3.986 2.112 -1.60 1.97 -1.47
C -2.456 -3.202 1.964 1.03 -0.17 0.14
N -2.369 -1.696 1.898 -0.58 -2.15 1.17
C -3.684 -1.068 1.815 0.64 2.45 -1.34
C -4.766 -1.470 2.691 0.15 0.18 2.83
O -5.409 -2.530 2.167 -1.98 -2.48 -1.57
C -6.733 -2.885 2.577 0.97 0.18 -0.07
H 0.821 -5.188 3.602 -0.08 -0.37 0.09
H 1.714 -3.719 3.700 0.10 0.15 -0.12
H 1.541 -4.565 2.179 -0.76 0.80 -0.87
H -1.259 -5.058 2.140 0.01 -0.16 0.42
H -0.552 -3.752 1.178 0.06 -0.29 -0.37
H -3.193 -3.497 2.711 0.29 0.19 0.28
H -2.881 -3.636 1.059 -0.02 0.05 -0.45
H -1.946 -1.417 1.024 0.62 -0.39 -0.26
H -4.069 -1.054 0.795 -0.03 -0.39 -0.42
H -3.512 -0.009 2.007 0.18 0.22 0.12
H -5.458 -0.692 3.013 0.00 0.53 -0.48
H -4.262 -1.766 3.611 0.04 -0.12 0.85
H -7.450 -2.069 2.485 0.07 0.26 -0.20
H -6.748 -3.209 3.618 0.03 -0.20 0.14
H -7.003 -3.698 1.905 -0.19 0.04 0.24
C 2.182 0.394 4.559 1.07 -0.45 1.68
O 0.870 -0.078 4.758 -1.71 -0.53 -0.33
C 0.348 -0.228 6.097 -0.39 0.69 -0.04
C -0.512 -1.470 6.305 0.07 -0.12 -0.89
N -1.605 -1.735 5.288 2.30 -1.57 0.53
C -2.000 -3.153 5.491 -0.74 -0.27 0.86
C -2.873 -3.356 6.821 0.68 0.31 -1.58
O -3.716 -2.233 6.835 -0.33 0.75 0.19
C -4.432 -1.912 7.999 -0.13 -0.02 1.07
H 2.872 -0.369 4.920 0.28 -0.63 -0.60
H 2.465 1.161 5.280 -0.55 0.88 -0.34
H 2.407 0.668 3.528 -0.55 -0.05 0.25
H -0.300 0.608 6.363 0.52 0.65 -0.19
H 1.198 -0.326 6.772 -0.04 0.26 0.27
H -0.971 -1.516 7.292 0.32 0.53 0.33
H 0.281 -2.218 6.302 -0.73 -0.98 -0.48
H -2.437 -1.188 5.459 0.09 0.30 0.27
H -1.172 -3.862 5.497 0.49 0.52 0.33
H -2.516 -3.515 4.601 -0.69 0.37 0.28
H -2.306 -3.426 7.750 0.36 0.12 -0.02
H -3.399 -4.301 6.689 -0.40 -0.07 0.15
H -5.032 -2.755 8.343 -0.64 0.16 -0.34
H -4.940 -0.950 7.923 -0.76 -0.46 -1.08
H -3.914 -1.620 8.913 1.55 -0.55 0.01
C -5.413 2.392 0.092 0.45 0.69 1.25
O -4.618 2.576 1.294 -1.12 0.68 -1.67
C -3.271 2.783 0.872 -0.16 -1.25 2.27
C -2.513 3.126 2.149 2.09 -0.26 0.20
N -1.034 3.171 1.939 -1.59 1.36 0.48
C -0.626 4.380 1.227 0.18 -1.33 0.40
C -0.780 5.651 2.079 0.35 0.49 -1.33
O -2.050 6.370 1.929 1.43 -0.11 1.17
C -2.087 7.365 2.976 -1.78 -0.50 -0.54
H -5.011 1.530 -0.439 -0.48 -0.23 -0.19
H -5.344 3.275 -0.544 0.34 0.12 -0.21
H -6.467 2.372 0.371 0.11 -0.70 0.09
H -3.144 3.541 0.100 -0.18 0.02 -0.12
H -2.939 1.787 0.579 0.52 0.24 -0.77
H -2.530 2.392 2.955 -1.14 -0.46 -0.27
H -2.836 4.066 2.596 -0.05 0.10 -0.23
H -0.711 2.309 1.523 -0.01 0.11 -0.33
H -1.062 4.474 0.233 -0.48 0.40 -0.16
H 0.402 4.086 1.012 0.59 1.10 0.04
H -0.029 6.357 1.727 0.30 0.16 -0.09
H -0.503 5.446 3.113 -0.55 -0.22 0.23
H -3.007 7.936 2.853 -0.11 0.01 -0.43
H -1.302 8.121 2.995 0.56 -0.50 -0.09
H -2.271 6.857 3.923 0.71 0.03 0.32
C -6.065 -0.723 -5.297 -0.49 0.73 0.56
O -5.723 -0.771 -3.944 1.80 -0.46 1.08
C -4.352 -1.238 -3.762 -1.16 -0.24 0.22
C -4.135 -1.641 -2.313 -0.64 2.39 0.21
N -2.732 -2.002 -2.110 -1.02 0.03 0.23
C -2.619 -3.352 -2.563 1.72 -1.47 -0.19
C -1.499 -4.153 -1.820 -1.16 1.49 -0.06
O -1.210 -5.183 -2.653 0.29 -0.94 -1.56
C -0.275 -6.054 -2.112 0.24 -0.61 -1.52
H -5.510 0.069 -5.800 0.30 -0.12 -0.38
H -7.102 -0.389 -5.250 -0.18 -0.37 -0.60
H -5.923 -1.700 -5.760 -0.16 0.03 -0.34
H -3.602 -0.492 -4.023 -0.06 0.18 -0.24
H -4.247 -2.136 -4.371 0.24 -0.02 -0.38
H -4.942 -2.311 -2.015 0.46 -0.99 0.03
H -4.391 -0.775 -1.702 0.36 0.46 0.03
H -2.467 -1.990 -1.136 -0.27 0.30 0.33
H -2.390 -3.377 -3.628 0.44 0.06 -0.07
H -3.569 -3.886 -2.528 -0.12 -0.29 0.55
H -1.817 -4.532 -0.848 -0.51 -0.05 0.38
H -0.585 -3.601 -1.604 0.02 0.81 -0.15
H 0.048 -6.667 -2.954 -0.55 -0.82 0.14
H -0.803 -6.604 -1.333 0.90 -0.30 0.46
H 0.694 -5.589 -1.936 -0.12 0.52 1.23
C 1.207 -2.495 -4.625 0.53 -0.56 -0.15
O 0.862 -1.153 -4.248 0.70 0.41 -0.30
C 2.017 -0.230 -4.335 -0.47 -0.73 0.74
C 1.730 1.221 -3.979 -1.27 0.35 -0.28
N 0.860 1.486 -2.802 1.33 1.13 -1.28
C 0.813 2.942 -2.510 0.45 0.03 1.20
C 2.107 3.574 -1.826 -1.55 -0.40 -0.25
O 2.869 4.327 -2.699 2.02 -0.13 -1.71
C 2.509 5.642 -3.074 -0.69 -0.34 1.32
H 2.211 -2.774 -4.305 0.09 0.18 0.62
H 1.248 -2.772 -5.679 -0.16 1.20 -0.73
H 0.518 -3.274 -4.301 -0.37 0.65 0.92
H 2.462 -0.325 -5.326 -0.10 0.22 -0.14
H 2.786 -0.507 -3.614 -0.01 -0.79 0.17
H 1.203 1.726 -4.789 -0.19 -0.14 -0.37
H 2.680 1.755 -3.969 0.40 -0.13 0.39
H 1.121 1.076 -1.916 0.61 -0.66 0.13
H -0.028 3.022 -1.822 0.16 0.28 0.10
H 0.580 3.532 -3.395 0.07 -0.13 -0.19
H 2.723 2.781 -1.400 0.27 -0.07 -0.43
H 1.869 4.193 -0.961 -0.64 0.21 0.19
H 3.347 6.224 -3.458 0.24 -0.56 -0.04
H 2.200 6.111 -2.140 -0.35 0.60 -0.04
H 1.695 5.676 -3.797 -0.14 -0.06 -0.07
```
Forces are in eV/Å.

Values from the calculation:
⟨S²⟩: 12.00
HOMO level (spin up / spin down) in eV: -3.7 / -7.9
Gap between HOMO and LUMO (spin up / spin down) in eV: 3.84 / 8.01
Strongest force on any atom in eV/Å: 4.18
LUMO energy (spin up / spin down) in Ha: 0.00692 / 0.00532
Multiplicity: 7

# 2
This record from the OMol25 dataset describes a cluster of 2 separate species, H3NO3Si in total in a non-equilibrium geometry. The level of theory is ωB97M-V with the def2-TZVPD basis set.

```
8
Properties=species:S:1:pos:R:3:forces:R:3
N -0.549 0.097 -1.861 -1.74 1.69 0.81
O -1.613 0.745 -1.722 0.32 -0.54 -0.50
O -0.270 -0.575 -2.789 0.52 -1.29 -1.91
O -0.295 1.407 0.460 2.11 0.19 0.63
Si 0.429 0.249 -0.393 0.15 -2.26 2.52
H -1.165 1.382 0.105 -2.02 0.55 -0.48
H 1.844 0.027 -0.533 0.50 0.56 -0.26
H -0.010 -2.103 1.136 0.16 1.10 -0.82
```
Forces are in eV/Å.

Values from the calculation:
HOMO level (spin up / spin down) in eV: -10.4 / -8.5
Energy above the lowest of the compared OMol25 structures with the same formula, charge and spin in kcal/mol: 93.58
Gap between HOMO and LUMO (spin up / spin down) in eV: 9.00 / 7.09
Strongest force on any atom in eV/Å: 3.39
LUMO energy (spin up / spin down) in Ha: -0.05259 / -0.05177
Multiplicity: 1

# 3
This record from the OMol25 dataset describes the ion C7H11O with charge +1 in a non-equilibrium geometry. The level of theory is ωB97M-V with the def2-TZVPD basis set.

```
19
Properties=species:S:1:pos:R:3:forces:R:3
C -0.141 -1.341 -0.280 -1.49 -0.10 -0.13
C -1.144 -0.544 0.073 0.91 -0.15 -0.01
C -0.614 0.660 0.811 0.04 -0.07 -0.01
C 1.823 1.206 0.022 0.13 -0.01 0.08
C 1.932 0.033 -0.943 -0.17 -0.29 0.61
C 0.886 0.385 0.908 -0.18 1.10 0.82
C -2.582 -0.730 -0.206 -0.14 -0.13 -0.13
O 1.117 -0.866 0.126 1.26 0.41 -1.11
H -0.137 -2.285 -0.790 0.15 -0.15 -0.09
H -0.833 1.577 0.260 0.03 0.02 0.02
H -1.077 0.748 1.795 0.03 0.00 -0.01
H 2.765 1.466 0.499 -0.04 -0.08 -0.03
H 1.382 2.106 -0.401 -0.05 -0.10 -0.01
H 1.350 0.094 -1.858 -0.16 -0.21 0.12
H 2.904 -0.427 -1.088 -0.11 -0.13 0.10
H 1.224 0.209 1.931 -0.02 -0.07 -0.24
H -3.182 -0.486 0.666 -0.05 -0.06 0.09
H -2.787 -1.750 -0.520 -0.11 -0.03 -0.01
H -2.885 -0.055 -1.006 -0.05 0.05 -0.03
```
Forces are in eV/Å.

Values from the calculation:
HOMO level in eV: -14.0
Energy above the lowest of the compared OMol25 structures with the same formula, charge and spin in kcal/mol: 15.68
Gap between HOMO and LUMO in eV: 10.85
Strongest force on any atom in eV/Å: 1.73
LUMO energy in Ha: -0.11700
Total charge: +1
Multiplicity: 1

# 4
This record from the OMol25 dataset describes the molecule C7H9NO2 in a non-equilibrium geometry. The level of theory is ωB97M-V with the def2-TZVPD basis set.

```
19
Properties=species:S:1:pos:R:3:forces:R:3
C -1.733 -1.643 1.812 -1.32 0.51 0.21
C -1.173 -0.246 1.873 -2.29 -0.08 0.01
O -1.489 0.582 2.698 0.48 0.27 0.41
C -0.340 0.064 0.751 3.04 1.15 -6.07
N -0.171 -0.722 -0.453 0.23 -2.11 -1.31
C 0.611 -0.179 -1.414 -3.77 -0.88 6.35
C 1.215 -0.955 -2.527 0.14 2.77 -0.92
O 0.922 1.056 -0.879 1.28 0.21 -1.56
C 0.371 1.165 0.330 0.51 1.07 1.80
C 0.749 2.407 1.044 -2.45 0.33 1.55
H -2.380 -1.904 2.665 1.01 0.17 0.20
H -0.789 -2.136 1.698 -0.08 -1.68 -0.14
H -2.461 -1.799 0.979 1.25 0.24 -0.01
H 2.236 -1.238 -2.183 -0.94 -0.61 -0.79
H 1.255 -0.308 -3.431 0.82 0.14 0.61
H 0.448 -1.591 -2.938 0.29 -1.37 0.84
H 0.867 2.167 2.132 0.27 0.38 -1.00
H -0.133 3.091 1.020 0.28 -0.46 0.18
H 1.496 3.019 0.610 1.24 -0.05 -0.35
```
Forces are in eV/Å.

Values from the calculation:
SMILES: CC(=O)c1nc(C)oc1C
HOMO level in eV: -9.0
Energy above the lowest of the compared OMol25 structures with the same formula, charge and spin in kcal/mol: 53.88
Gap between HOMO and LUMO in eV: 9.70
Strongest force on any atom in eV/Å: 7.44
LUMO energy in Ha: 0.02695
Multiplicity: 1

What did the fourth record say?
This record from the OMol25 dataset describes the molecule C7H9NO2 in a non-equilibrium geometry. The level of theory is ωB97M-V with the def2-TZVPD basis set.

```
19
Properties=species:S:1:pos:R:3:forces:R:3
C -1.733 -1.643 1.812 -1.32 0.51 0.21
C -1.173 -0.246 1.873 -2.29 -0.08 0.01
O -1.489 0.582 2.698 0.48 0.27 0.41
C -0.340 0.064 0.751 3.04 1.15 -6.07
N -0.171 -0.722 -0.453 0.23 -2.11 -1.31
C 0.611 -0.179 -1.414 -3.77 -0.88 6.35
C 1.215 -0.955 -2.527 0.14 2.77 -0.92
O 0.922 1.056 -0.879 1.28 0.21 -1.56
C 0.371 1.165 0.330 0.51 1.07 1.80
C 0.749 2.407 1.044 -2.45 0.33 1.55
H -2.380 -1.904 2.665 1.01 0.17 0.20
H -0.789 -2.136 1.698 -0.08 -1.68 -0.14
H -2.461 -1.799 0.979 1.25 0.24 -0.01
H 2.236 -1.238 -2.183 -0.94 -0.61 -0.79
H 1.255 -0.308 -3.431 0.82 0.14 0.61
H 0.448 -1.591 -2.938 0.29 -1.37 0.84
H 0.867 2.167 2.132 0.27 0.38 -1.00
H -0.133 3.091 1.020 0.28 -0.46 0.18
H 1.496 3.019 0.610 1.24 -0.05 -0.35
```
Forces are in eV/Å.

Values from the calculation:
SMILES: CC(=O)c1nc(C)oc1C
HOMO level in eV: -9.0
Energy above the lowest of the compared OMol25 structures with the same formula, charge and spin in kcal/mol: 53.88
Gap between HOMO and LUMO in eV: 9.70
Strongest force on any atom in eV/Å: 7.44
LUMO energy in Ha: 0.02695
Multiplicity: 1

Q: Among the records above, which one has the highest strongest force on any atom?
A: C7H9NO2

Q: Which value of strongest force on any atom does entry 2 give?
A: 3.39 eV/Å